# 1
The following is a quantum chemistry calculation of C6H9N in the gas phase, from the Open Molecules 2025 dataset.

Orbital gap (eV): 8.870
Charge: 0
Highest occupied orbital energy (eV): -7.8
LUMO (eV): 1.06
Structure (SMILES): Cc1cc[nH]c1C
DFT total energy (eV): -7857.7607

CARTESIAN COORDINATES (ANGSTROEM)
C  1.97964  0.47342  -0.06385
C  0.59486  -0.03471  -0.32566
C  -0.60687  0.23601  0.28175
C  -0.85057  0.90378  1.58788
C  -1.60293  -0.56063  -0.34339
C  -0.98995  -1.29538  -1.31551
N  0.34110  -0.97316  -1.30224
H  1.93890  1.47939  0.36300
H  2.55498  0.54398  -0.99455
H  2.55330  -0.15364  0.63083
H  -1.73855  1.54019  1.62522
H  -0.00879  1.57053  1.85401
H  -1.11108  0.01285  2.19181
H  -2.66663  -0.47633  -0.16600
H  -1.40070  -1.97283  -2.04658
H  1.01330  -1.29348  -1.97673

Cartesian forces (eV/Å) of the 6 atoms listed first:
0.013 0.064 0.003
-0.090 0.009 -0.029
0.013 -0.035 -0.177
-0.163 0.124 -0.153
-0.117 0.166 -0.443
-0.070 0.079 -0.267

Löwdin atomic charge list, values in e, 6 entries: C -0.03; C -0.28; C -0.29; C -0.05; C -0.07; C -0.13

# 2
The following is a quantum chemistry calculation of C6H9N as an isolated structure, from the Open Molecules 2025 dataset.

Orbital gap (eV): 9.459
Charge: 0
Highest occupied orbital energy (eV): -8.7
LUMO (eV): 0.77
DFT total energy (eV): -7853.1152

CARTESIAN COORDINATES (ANGSTROEM)
C  1.44041  -0.49832  1.07098
C  1.48920  0.63705  0.10162
C  -0.57635  -0.87455  -1.44795
C  -1.67865  -1.02001  -0.59870
C  0.60833  1.64258  0.01638
C  -0.56251  1.69298  0.84402
N  -1.52319  1.70190  1.49403
H  0.51766  -0.49072  1.65810
H  1.50315  -1.44531  0.52663
H  2.29192  -0.44078  1.75988
H  2.32946  0.65152  -0.59013
H  -0.82519  -0.07572  -2.16841
H  -2.55850  -0.36478  -0.55948
H  -1.53046  -1.78419  -1.59192
H  -1.64925  -1.77170  0.19606
H  0.72396  2.44005  -0.71108

Cartesian forces (eV/Å) of the 6 atoms listed first:
-0.064 0.018 0.022
-0.073 0.133 0.018
-0.298 0.129 0.026
0.044 0.056 0.151
0.153 -0.141 -0.027
-0.798 -0.025 0.554

Löwdin atomic charge list, values in e, 6 entries: C -0.10; C -0.16; C -0.09; C -0.16; C -0.13; C -0.25

# 3
The following is a quantum chemistry calculation of C6H9N in the gas phase, from the Open Molecules 2025 dataset.

Orbital gap (eV): 10.013
Charge: 0
Highest occupied orbital energy (eV): -8.9
LUMO (eV): 1.09
Structure (SMILES): C1[C@H]2N1CC21CC1
DFT total energy (eV): -7855.0393

CARTESIAN COORDINATES (ANGSTROEM)
C  1.48883  1.32397  -0.00585
C  0.46260  0.74514  -0.88267
N  1.75544  0.03036  -0.64452
C  0.99477  -1.03034  0.09008
C  -0.31997  -0.27416  -0.09095
C  -1.37718  0.01034  0.92763
C  -1.71547  -0.73326  -0.33965
H  1.28309  1.37546  1.06339
H  2.11856  2.11899  -0.39526
H  0.20488  1.12361  -1.86929
H  1.34272  -1.22248  1.11290
H  1.05239  -1.95658  -0.48920
H  -1.71633  1.03619  1.04936
H  -1.34281  -0.56765  1.84837
H  -1.96002  -1.79026  -0.27458
H  -2.27150  -0.18934  -1.09976

Cartesian forces (eV/Å) of the 6 atoms listed first:
0.088 0.187 0.158
-0.277 0.229 -0.210
0.174 -0.186 -0.103
0.005 -0.221 0.145
-0.004 0.030 0.028
-0.006 0.109 0.170

Löwdin atomic charge list, values in e, 6 entries: C -0.11; C -0.19; N -0.02; C -0.10; C -0.40; C -0.09

# 4
The following is a quantum chemistry calculation of C6H9N in the gas phase, from the Open Molecules 2025 dataset.

Orbital gap (eV): 8.628
Charge: 0
Highest occupied orbital energy (eV): -7.7
LUMO (eV): 0.90
Structure (SMILES): Cc1cc[nH]c1C
DFT total energy (eV): -7856.1892

CARTESIAN COORDINATES (ANGSTROEM)
C  -1.24166  1.52492  -0.06722
C  -0.14431  0.54708  -0.07069
C  0.07172  -0.80627  0.09572
C  -0.96389  -1.87732  0.29630
C  1.48814  -0.95275  0.10262
C  2.04575  0.29690  -0.13680
N  1.01559  1.23075  -0.25966
H  -2.21310  1.08778  -0.34902
H  -0.73085  2.44176  -0.76131
H  -1.33593  2.11995  0.84180
H  -0.60006  -2.85282  -0.04855
H  -1.88074  -1.65150  -0.26233
H  -1.23939  -1.98425  1.35151
H  2.01974  -1.90230  0.21104
H  3.07885  0.53831  -0.32171
H  0.63015  2.23975  -0.62169

Cartesian forces (eV/Å) of the 6 atoms listed first:
0.086 1.813 -1.279
-0.254 -0.014 0.093
-0.255 0.617 0.276
-0.026 0.043 0.071
0.206 0.609 -0.363
0.227 0.176 -0.435

Löwdin atomic charge list, values in e, 6 entries: C -0.03; C -0.36; C -0.25; C -0.06; C -0.06; C -0.12

# 5
The following is a quantum chemistry calculation of C6H9N in the gas phase, from the Open Molecules 2025 dataset.

Orbital gap (eV): 8.787
Charge: 0
Highest occupied orbital energy (eV): -7.7
LUMO (eV): 1.06
Structure (SMILES): Cc1cc[nH]c1C
DFT total energy (eV): -7858.0547

CARTESIAN COORDINATES (ANGSTROEM)
C  0.02144  -1.25067  -1.24272
C  0.03085  -0.21468  -2.14520
N  0.01313  0.94201  -1.40222
C  -0.01561  0.66015  -0.06620
C  -0.00368  -0.71685  0.06211
C  -0.00440  -1.47417  1.35638
C  0.00716  1.70379  1.00124
H  0.04857  -2.30014  -1.47073
H  -0.00169  -0.14688  -3.21806
H  -0.06689  1.86832  -1.79403
H  1.00170  -1.60154  1.75471
H  -0.46285  -2.44394  1.20155
H  -0.59235  -0.94692  2.10415
H  -0.71963  1.47809  1.78142
H  0.99151  1.75598  1.47029
H  -0.24727  2.68746  0.60730

Cartesian forces (eV/Å) of the 6 atoms listed first:
0.093 -0.223 -0.510
-0.126 0.297 0.537
-0.078 0.319 -0.286
0.008 -0.492 0.201
0.014 0.691 0.277
-0.070 0.279 -0.329

Löwdin atomic charge list, values in e, 6 entries: C -0.07; C -0.12; N 0.04; C -0.29; C -0.26; C -0.05

# 6
The following is a quantum chemistry calculation of C6H9N in the gas phase, from the Open Molecules 2025 dataset.

Orbital gap (eV): 7.703
Charge: 0
Highest occupied orbital energy (eV): -6.6
LUMO (eV): 1.13
DFT total energy (eV): -7853.8305

CARTESIAN COORDINATES (ANGSTROEM)
C  2.13692  0.09520  -0.00432
N  1.02439  -0.57085  -0.22570
C  0.33491  -1.44315  0.51628
C  -1.28885  0.38095  0.71159
C  -0.73230  1.18937  -0.44150
C  -0.15358  -0.11893  -1.00443
C  -0.97682  -0.95740  0.01552
H  2.78048  -0.32206  0.75446
H  -0.53419  0.58887  1.52996
H  2.49332  0.73883  -0.78694
H  0.66601  -1.78258  1.49619
H  -2.31975  0.54408  1.00572
H  -0.03699  1.98633  -0.16039
H  -1.51318  1.59578  -1.08244
H  -0.09491  -0.28393  -2.07974
H  -1.78546  -1.64049  -0.24425

Cartesian forces (eV/Å) of the 6 atoms listed first:
0.654 -0.230 -0.489
0.011 0.616 0.829
0.142 -0.794 -0.455
0.309 0.828 1.619
-0.071 0.266 -0.440
0.067 -0.124 -0.424

Löwdin atomic charge list, values in e, 6 entries: C -0.02; N -0.18; C -0.08; C -0.15; C -0.13; C -0.17

# 7
The following is a quantum chemistry calculation of C6H9N as an isolated structure, from the Open Molecules 2025 dataset.

Orbital gap (alpha / beta) (eV): 6.097 / 7.784
Charge: 0
Highest occupied orbital energy (alpha / beta) (eV): -6.3 / -7.3
LUMO (alpha / beta) (eV): -0.17 / 0.50
DFT total energy (eV): -7852.6533

CARTESIAN COORDINATES (ANGSTROEM)
C  2.29651  0.30114  0.39770
C  0.84827  0.01645  0.21174
C  -0.15385  0.71802  -0.40087
C  -1.09636  -1.03849  -0.18402
C  -0.56418  1.87937  -0.88122
C  -2.28050  -1.03914  0.51544
N  0.27049  -1.19277  0.44034
H  0.81413  -2.05075  0.33998
H  -1.12014  -1.57360  -1.13414
H  2.53947  0.41043  1.45928
H  2.91115  -0.51477  0.00299
H  2.58751  1.21910  -0.11520
H  0.12699  2.65232  -1.20145
H  -1.62549  2.09922  -0.93558
H  -2.37090  -0.47799  1.43710
H  -3.18308  -1.40853  0.04792

Cartesian forces (eV/Å) of the 6 atoms listed first:
-0.048 0.235 0.505
0.502 -0.069 -1.033
-0.780 -0.843 0.545
1.868 -0.044 -0.330
-0.372 0.832 -0.470
-0.248 0.410 0.386

Löwdin atomic charge list, values in e, 6 entries: C -0.03; C -0.36; C -0.13; C -0.23; C 0.01; C 0.02

# 8
The following is a quantum chemistry calculation of C6H9N in the gas phase, from the Open Molecules 2025 dataset.

Orbital gap (eV): 10.111
Charge: 0
Highest occupied orbital energy (eV): -9.0
LUMO (eV): 1.16
Structure (SMILES): CC1=C[C@H]1N1CC1
DFT total energy (eV): -7854.2309

CARTESIAN COORDINATES (ANGSTROEM)
C  2.41606  0.32942  0.12860
C  1.37006  -0.63944  -0.25637
C  0.77515  -1.76560  -0.51384
C  -0.06394  -0.56615  -0.58688
N  -1.00164  -0.35097  0.49418
C  -2.31690  0.09693  0.09123
C  -1.34801  1.04126  0.69682
H  2.51163  1.07425  -0.67281
H  3.38695  -0.12763  0.32628
H  2.06612  0.86472  1.02040
H  -0.37352  -0.18647  -1.56842
H  0.56584  -2.81163  -0.61178
H  -3.15364  -0.28086  0.67249
H  -2.50764  0.20474  -0.97793
H  -0.88280  1.76348  0.02532
H  -1.44372  1.35392  1.73270

Cartesian forces (eV/Å) of the 6 atoms listed first:
0.046 -0.124 0.015
-0.126 -0.167 -0.081
-0.019 0.055 -0.030
-0.251 0.121 -0.271
0.035 0.026 -0.002
-0.348 0.066 -0.081

Löwdin atomic charge list, values in e, 6 entries: C -0.04; C -0.20; C 0.07; C -0.32; N -0.08; C -0.15

# 9
The following is a quantum chemistry calculation of C6H9N in the gas phase, from the Open Molecules 2025 dataset.

Orbital gap (eV): 11.899
Charge: 0
Highest occupied orbital energy (eV): -11.1
LUMO (eV): 0.84
Structure (SMILES): CC1(C#N)CCC1
DFT total energy (eV): -7857.1875

CARTESIAN COORDINATES (ANGSTROEM)
C  1.35138  1.19440  0.19204
C  0.49213  -0.04727  -0.03325
C  -0.57433  -0.35463  1.06155
C  -1.65564  -0.50841  -0.03224
C  -0.66882  0.07248  -1.06996
C  1.34957  -1.20697  -0.31013
N  2.01459  -2.12053  -0.55530
H  1.94840  1.43456  -0.69407
H  2.03521  1.04535  1.03431
H  0.70408  2.04811  0.41923
H  -0.73157  0.51900  1.69937
H  -0.37579  -1.21709  1.70392
H  -1.89576  -1.55490  -0.23600
H  -2.58292  0.05513  0.13114
H  -0.54091  -0.48082  -2.00618
H  -0.86959  1.12160  -1.30441

Cartesian forces (eV/Å) of the 6 atoms listed first:
0.038 0.055 0.014
0.130 0.020 0.017
0.007 -0.041 0.200
-0.112 -0.069 0.041
-0.022 0.099 -0.174
0.354 -0.623 -0.246

Löwdin atomic charge list, values in e, 6 entries: C -0.04; C -0.49; C -0.11; C -0.15; C -0.11; C -0.18

# 10
The following is a quantum chemistry calculation of C6H9N as an isolated structure, from the Open Molecules 2025 dataset.

Orbital gap (eV): 7.777
Charge: 0
Highest occupied orbital energy (eV): -7.0
LUMO (eV): 0.80
DFT total energy (eV): -7851.8764

CARTESIAN COORDINATES (ANGSTROEM)
C  2.84592  0.66412  2.16237
C  1.85416  0.23894  1.15491
C  1.05121  -0.21917  0.36406
C  0.09379  -0.64117  -0.65080
C  -1.26675  -0.10457  -0.43361
C  -1.98783  0.39058  -1.57862
N  -2.23668  -1.05714  -1.31713
H  2.76165  1.72348  2.44067
H  3.87279  0.51057  1.80621
H  2.73915  0.07871  3.08369
H  -1.12083  -1.64478  -1.10302
H  0.47425  -0.34653  -1.64063
H  -1.64793  -0.04721  0.57548
H  -1.40924  0.60753  -2.46924
H  -2.82147  1.06146  -1.38921
H  -3.20219  -1.21481  -1.00513

Cartesian forces (eV/Å) of the 6 atoms listed first:
-0.010 -0.047 0.018
-0.378 -0.406 -0.293
0.249 -0.102 0.324
0.038 0.097 0.060
0.052 0.212 0.333
0.069 0.393 -0.063

Löwdin atomic charge list, values in e, 6 entries: C -0.13; C -0.10; C -0.10; C -0.23; C -0.29; C -0.13

# 11
The following is a quantum chemistry calculation of C6H9N in the gas phase, from the Open Molecules 2025 dataset.

Orbital gap (alpha / beta) (eV): 8.589 / 7.859
Charge: 0
Highest occupied orbital energy (alpha / beta) (eV): -8.4 / -7.5
LUMO (alpha / beta) (eV): 0.20 / 0.32
DFT total energy (eV): -7853.7284

CARTESIAN COORDINATES (ANGSTROEM)
C  2.13377  -0.23674  0.20070
N  0.77549  -0.54864  -0.19847
C  -0.18360  0.01839  0.78728
C  -0.64212  1.25680  0.05561
C  -1.02001  0.43901  -1.16463
C  -1.66684  -0.74241  -0.76799
C  -1.19281  -1.03849  0.49288
H  2.41132  -0.78104  1.11813
H  2.83074  -0.54730  -0.58374
H  2.28758  0.83952  0.41084
H  0.18398  0.09806  1.81692
H  0.19142  1.94462  -0.11235
H  -1.49913  1.80768  0.47385
H  -1.05898  0.83928  -2.17471
H  -2.21768  -1.40561  -1.42449
H  -1.33311  -1.94315  1.07018

Cartesian forces (eV/Å) of the 6 atoms listed first:
0.223 -0.021 -0.063
0.665 0.065 0.344
0.041 -0.106 0.187
0.069 -0.027 -0.132
-0.619 0.260 -0.284
0.173 -0.024 0.013

Löwdin atomic charge list, values in e, 6 entries: C -0.16; N -0.03; C -0.41; C -0.15; C -0.04; C -0.11

# 12
The following is a quantum chemistry calculation of C6H9N as an isolated structure, from the Open Molecules 2025 dataset.

Orbital gap (eV): 10.235
Charge: 0
Highest occupied orbital energy (eV): -9.1
LUMO (eV): 1.15
DFT total energy (eV): -7855.2192

CARTESIAN COORDINATES (ANGSTROEM)
C  1.67994  0.79975  -0.10447
C  1.07612  -0.40918  0.53614
C  -0.42394  -0.42885  0.93410
C  -1.01375  -1.16569  -0.29112
C  -0.41412  0.05972  -1.03009
C  -0.90204  0.86551  0.25936
N  1.02986  -0.21146  -0.92199
H  2.75596  0.86483  -0.22644
H  1.18900  1.76325  -0.03392
H  1.72946  -1.19300  0.90826
H  -0.64965  -0.73234  1.96175
H  -0.63393  -2.16206  -0.53657
H  -2.10839  -1.15709  -0.28901
H  -0.71699  0.29637  -2.05341
H  -0.51761  1.78554  0.72305
H  -1.96132  0.98872  0.08421

Cartesian forces (eV/Å) of the 6 atoms listed first:
0.210 0.169 0.148
0.098 -0.147 0.274
0.031 0.032 0.163
-0.049 -0.205 -0.083
-0.305 0.124 -0.270
0.057 0.004 -0.042

Löwdin atomic charge list, values in e, 6 entries: C -0.11; C -0.21; C -0.22; C -0.10; C -0.25; C -0.10

Energy relative to the best compared isomer or geometry (same formula, charge and spin) in kJ/mol, matching the order above: 38.5 486.7 301.1 190.1 10.1 417.7 531.3 379.1 93.8 606.2 427.5 283.7